(A)
{"formula": "CH2N4O", "method": "ωB97M-V/def2-TZVPD", "homo_lumo_gap_ev": 10.4, "homo_energy_ev": -10.288, "species": ["O", "N", "N", "N", "N", "C", "H", "H"], "positions_angstrom": [[-0.322, 0.579, 1.047], [-0.711, -1.555, 0.250], [0.722, 1.497, -0.576], [0.070, 0.366, -0.957], [0.531, 1.524, 0.577], [-0.293, -0.420, 0.064], [0.896, -0.277, -1.746], [-0.893, -1.715, 1.340]]}

---

(B)
{"formula": "CH2N4O", "method": "ωB97M-V/def2-TZVPD", "homo_lumo_gap_ev": 11.1, "smiles": "O=c1[nH]nn[nH]1", "homo_energy_ev": -10.356, "species": ["O", "N", "N", "N", "N", "C", "H", "H"], "positions_angstrom": [[-0.199, 2.090, -0.134], [1.176, 0.132, 0.262], [-0.470, -1.328, 0.132], [0.741, -1.212, 0.401], [-0.974, -0.098, -0.043], [-0.013, 0.904, -0.020], [-1.969, 0.003, -0.150], [1.708, -0.491, -0.448]]}

---

(C)
{"formula": "CH2N4O", "method": "ωB97M-V/def2-TZVPD", "homo_lumo_gap_ev": 10.8, "smiles": "[H]/N=c1/[nH]nno1", "homo_energy_ev": -10.111, "species": ["O", "N", "N", "N", "N", "C", "H", "H"], "positions_angstrom": [[0.178, -0.175, -1.283], [-0.148, -0.674, 0.685], [0.576, -1.647, 0.244], [0.957, -1.457, -0.841], [-0.694, 1.608, 0.224], [-0.350, 0.427, -0.107], [-0.273, -0.447, 1.614], [-0.245, 2.365, -0.536]]}

---

If you had to name the least stable structure above, which would it be? It would be (A).